No. 1
Here is a cluster of 14 separate species, C66H152F9N13O26 in total in a non-equilibrium geometry from the Open Molecules 2025 dataset. Energies are from the ωB97M-V functional and the def2-TZVPD basis.

Calculated values
Orbital gap, eV: 8.4
Charge: +4
2S+1: 1
E_LUMO, eV: -5.39
Strongest force on any atom, eV/Å: 4.4
E_tot, eV: -167924.0008
E_HOMO, eV: -13.749

```
266
C66H152F9N13O26 | the Open Molecules 2025 dataset | the ωB97M-V functional and the def2-TZVPD basis
C 2.0462 5.3511 6.0555
O 2.8980 5.0850 4.9096
C 2.2438 4.2420 4.0130
C 3.3411 3.9302 2.9104
N 4.5840 3.2036 3.2562
H 5.6995 3.1823 1.9042
H 5.0753 3.6918 3.9838
C 4.2584 1.8012 3.6656
C 5.5139 1.0858 4.1565
O 5.2023 -0.2868 4.3937
C 5.4207 -1.2354 3.3117
H 2.6960 5.7187 6.7764
H 1.4655 4.4599 6.3706
H 1.2875 6.1486 5.8839
H 1.3543 4.8284 3.5889
H 1.8494 3.3389 4.5463
H 3.8574 4.8300 2.5138
H 2.8626 3.4181 2.0614
H 3.8259 1.2294 2.8728
H 3.5193 1.8194 4.4781
H 5.8594 1.6008 5.0326
H 6.2221 1.1819 3.3361
H 5.4777 -0.8199 2.3230
H 4.5178 -1.9064 3.2605
H 6.3546 -1.7865 3.5409
C 4.0811 2.5595 7.4599
O 4.0704 1.2862 6.8541
C 2.7974 0.6971 6.9239
C 2.8018 -0.7032 7.4463
N 3.6255 -1.4524 6.4565
H 3.1842 -1.2071 5.5334
H 4.5946 -1.1130 6.4875
C 3.6186 -2.9978 6.6753
C 4.9136 -3.4783 5.9936
O 6.0678 -2.8388 6.4980
C 6.7046 -3.4241 7.7187
H 5.0424 2.8184 7.9072
H 3.4232 2.6435 8.3500
H 3.8487 3.2655 6.6839
H 2.3341 0.6286 5.9159
H 2.1109 1.2480 7.5580
H 1.7539 -1.0315 7.3482
H 3.2094 -0.8720 8.4397
H 2.6890 -3.3767 6.2315
H 3.7144 -3.0907 7.7827
H 4.9424 -3.2338 4.9448
H 4.9762 -4.5481 6.1621
H 6.0603 -3.1045 8.6235
H 7.7223 -3.0471 7.7801
H 6.8710 -4.4580 7.5597
C 7.5671 5.3109 -4.0195
O 8.4401 6.1726 -4.7562
C 9.8256 5.9293 -4.4985
C 10.3297 5.3354 -5.8088
N 9.7346 6.2593 -6.8207
H 8.7767 6.3466 -6.5754
H 10.1252 7.1885 -6.7381
C 9.7153 5.6601 -8.1898
C 9.2059 6.6382 -9.2004
O 7.9904 7.0992 -8.7788
C 7.3456 8.0313 -9.6947
H 8.0926 4.3863 -4.0014
H 6.5913 5.2372 -4.5634
H 7.4297 5.6838 -2.9741
H 9.9191 5.2657 -3.6484
H 10.3195 6.9443 -4.2228
H 9.9761 4.3859 -5.9881
H 11.3814 5.3968 -5.9630
H 9.1158 4.7628 -8.2371
H 10.7615 5.3940 -8.3518
H 9.1667 6.3206 -10.2369
H 9.9088 7.4947 -9.1520
H 6.4245 8.3412 -9.2176
H 7.1374 7.5590 -10.6696
H 7.9842 8.9037 -9.8953
C -4.2481 6.0448 -9.3714
O -4.0959 5.2310 -8.1862
C -5.0514 4.2163 -8.0936
C -4.7612 3.4788 -6.7356
N -3.3446 2.9845 -6.9702
H -2.7972 3.6357 -7.6351
H -2.9269 3.0620 -6.0111
C -3.1836 1.5702 -7.4133
C -1.7552 1.3584 -7.8866
O -1.5603 2.5470 -8.6476
C -0.3643 2.6340 -9.3502
H -4.2300 5.4684 -10.3000
H -3.5132 6.7707 -9.4094
H -5.2618 6.5253 -9.3455
H -5.0317 3.5613 -8.9640
H -6.0553 4.6630 -8.1735
H -5.4130 2.6490 -6.5128
H -4.8602 4.1575 -5.8758
H -3.7321 1.5691 -8.2965
H -3.6689 0.9131 -6.6734
H -1.7337 0.4208 -8.5065
H -0.9642 1.2557 -7.1467
H -0.4242 2.2600 -10.3497
H 0.5239 2.2717 -8.8024
H -0.2090 3.7082 -9.4663
C 3.9439 -3.6687 -4.5804
O 2.5434 -3.9576 -4.8300
C 1.9785 -4.8992 -3.9561
C 0.6164 -5.3035 -4.3399
N -0.3947 -4.3677 -4.0979
H -1.2759 -4.8677 -4.1350
H -0.1984 -4.0408 -2.4032
C -0.4746 -3.1316 -4.9037
C -1.5404 -2.2215 -4.3115
O -2.8209 -2.9246 -4.3852
C -3.8606 -1.9959 -4.4190
H 4.1061 -2.9119 -5.3537
H 4.5635 -4.5223 -4.8070
H 4.0890 -3.2942 -3.5593
H 2.0525 -4.5131 -2.9196
H 2.5514 -5.8418 -4.0595
H 0.3945 -6.2487 -3.7814
H 0.5940 -5.6136 -5.3749
H -0.5589 -3.3001 -5.9938
H 0.4255 -2.6132 -4.7568
H -1.5372 -1.3128 -4.9115
H -1.3358 -1.9993 -3.2527
H -3.6684 -1.2986 -3.6014
H -4.8404 -2.5330 -4.3166
H -3.7702 -1.3252 -5.2531
C 1.9581 0.0638 -3.5018
O 1.5021 -1.0416 -2.7936
C 1.7527 -0.9394 -1.4317
C 0.9007 0.0954 -0.6090
N -0.5494 -0.2814 -0.6104
H -0.8651 -0.3554 -1.5973
H -0.6775 -1.2446 -0.1879
C -1.4409 0.7025 0.1208
C -2.8716 0.2082 0.1580
O -2.8374 -1.1228 0.6814
C -2.7518 -1.1359 2.1291
H 1.4858 1.0350 -3.3105
H 1.8194 -0.1375 -4.5596
H 3.0468 0.1953 -3.3768
H 2.7841 -0.5791 -1.1890
H 1.5784 -1.9363 -0.9958
H 1.0274 1.1560 -0.8650
H 1.2906 -0.0953 0.4203
H -1.4535 1.7321 -0.2460
H -1.0449 0.6093 1.1457
H -3.2986 0.2108 -0.8451
H -3.4422 0.8493 0.7290
H -1.9721 -0.4718 2.5059
H -2.3943 -2.1481 2.3696
H -3.7761 -0.8476 2.5315
C -3.3848 4.1535 -1.7183
O -4.1107 4.8029 -0.7056
C -3.3136 5.1968 0.3262
C -4.0508 6.0531 1.2770
N -5.1743 5.3289 1.9398
H -6.0475 5.4371 1.3352
H -5.0175 3.5923 2.2032
C -5.5187 5.9095 3.2241
C -6.5311 7.0958 3.1284
O -7.5112 6.7120 2.1856
C -8.5927 7.7427 2.0549
H -3.0712 3.1807 -1.3833
H -2.5375 4.7784 -2.0506
H -4.0683 3.9469 -2.5069
H -2.5205 5.8306 -0.0686
H -2.7446 4.4200 0.7872
H -4.4587 6.8932 0.6358
H -3.3286 6.4047 2.0109
H -4.5645 6.0936 3.8681
H -6.2144 5.1072 3.6180
H -5.9489 7.9864 2.6787
H -6.9884 7.3778 4.0541
H -9.1035 7.4708 1.1960
H -8.1769 8.7628 1.8796
H -9.3256 7.8126 2.9578
C -8.2770 -1.3318 -1.9327
C -7.8717 -2.2557 -0.8147
N -6.4993 -2.8651 -0.9366
C -5.3645 -2.4571 -0.2205
C -4.3844 -3.2951 -0.5952
N -4.8493 -4.0508 -1.6804
C -6.1696 -3.7883 -1.8148
C -4.1364 -5.1798 -2.3137
H -8.0156 -1.7978 -2.8686
H -7.7142 -0.4552 -1.9770
H -9.3239 -1.0817 -1.8583
H -8.5402 -3.1114 -0.7909
H -7.7964 -1.8034 0.1873
H -5.4393 -1.8309 0.6029
H -3.3748 -3.2711 -0.2974
H -6.9138 -4.1920 -2.4263
H -4.1811 -6.0933 -1.7315
H -3.1384 -4.8193 -2.5643
H -4.6385 -5.3547 -3.2558
C -2.2356 -12.6611 11.2921
C -2.4937 -12.0422 9.9464
N -3.8920 -12.4149 9.5923
C -4.3465 -13.5969 9.1166
C -5.7286 -13.6228 9.2057
N -6.0781 -12.3623 9.6781
C -4.9865 -11.6746 10.0133
C -7.4611 -11.9873 10.0792
H -1.2799 -12.3610 11.7236
H -2.2336 -13.7300 11.1236
H -2.9457 -12.5211 12.1379
H -1.8382 -12.5655 9.2530
H -2.4575 -10.9235 9.7388
H -3.6141 -14.2755 8.7283
H -6.3902 -14.2850 8.8027
H -4.7853 -10.7352 10.3999
H -7.5908 -12.5941 11.0143
H -8.0816 -12.3248 9.2758
H -7.4715 -10.8996 10.2816
N 1.8351 -0.9948 3.4315
O 2.3176 -1.7587 4.3261
O 2.3782 -0.9256 2.3233
O 0.8136 -0.3513 3.7334
N -2.5306 1.8164 -3.6965
O -1.7313 1.5279 -2.7516
O -2.4741 2.9807 -4.1971
O -3.3410 0.9858 -4.1497
C -6.5093 2.4362 1.9188
O -7.4402 1.9494 2.8353
O -5.2475 2.6489 2.4930
C -6.3342 1.4702 0.6959
F -5.6372 2.0046 -0.2675
F -5.5268 0.4180 1.1591
F -7.5378 1.0001 0.3739
C -7.0265 1.0479 3.8686
C -8.0916 -0.0808 3.7995
H -7.8872 -0.5775 2.8732
H -8.0789 -0.8121 4.6350
H -9.0967 0.3347 3.9258
H -6.8429 1.4792 4.8653
H -6.0697 0.6224 3.6138
H -6.8975 3.3991 1.5243
C 0.1272 -4.7642 -0.6641
O -0.6776 -5.8485 -1.0311
O -0.1756 -3.6559 -1.5164
C -0.1914 -4.3038 0.7546
F 0.5626 -3.2451 1.0150
F -1.5025 -3.8429 0.7404
F -0.1054 -5.1545 1.7602
C -0.2576 -7.1090 -0.6395
C -1.2376 -8.1275 -1.1420
H -1.4369 -8.0694 -2.2210
H -0.9008 -9.1027 -0.8910
H -2.2271 -8.0512 -0.6444
H -0.2753 -7.2241 0.4532
H 0.7416 -7.3430 -0.9384
H 1.1917 -5.0591 -0.8870
C 6.0774 2.2414 0.1493
O 7.3575 1.7742 -0.1152
O 5.9732 3.4087 0.9683
C 5.3312 2.5434 -1.1303
F 5.7161 1.7796 -2.1111
F 4.0245 2.2765 -0.8726
F 5.3323 3.8057 -1.5806
C 8.2850 2.7224 -0.5879
C 9.5679 2.6622 0.3047
H 9.3724 2.9010 1.3847
H 10.0841 1.7090 0.1756
H 10.3862 3.3005 -0.0728
H 7.8767 3.7282 -0.6172
H 8.6723 2.4650 -1.5990
H 5.5610 1.3837 0.6573
```

=====

No. 2
Here is a structure of composition C26H32As2PtTe2 from the Open Molecules 2025 dataset. Energies are from the ωB97M-V functional and the def2-TZVPD basis.

Calculated values
Relative energy (zero: lowest compared OMol25 entry of this formula, charge and spin), kcal per mole: 3.8
Orbital gap, eV: 7.9
Charge: +2
2S+1: 1
E_LUMO, eV: -6.02
Strongest force on any atom, eV/Å: 0.4
E_tot, eV: -166979.1115
E_HOMO, eV: -13.964

```
63
C26H32As2PtTe2 | the Open Molecules 2025 dataset | the ωB97M-V functional and the def2-TZVPD basis
Pt 0.8205 0.1233 0.6708
C 4.5168 0.1548 -0.1908
As 2.9811 -0.8931 0.3154
C 2.8891 -2.2562 -1.0500
C 3.4380 -1.8043 1.9556
C 4.7398 -2.1867 2.2457
C 5.0128 -2.8556 3.4329
C 3.9871 -3.1467 4.3225
C 2.6814 -2.7688 4.0331
C 2.4045 -2.0879 2.8558
As 0.6017 -1.5364 2.4185
C -0.0913 -0.8425 4.0828
C -0.3163 -3.2135 2.1331
H 5.3616 -0.5060 -0.3781
H 4.7644 0.8589 0.6004
H 4.2924 0.6980 -1.1076
H 3.7970 -2.8565 -1.0156
H 2.7983 -1.7825 -2.0261
H 2.0248 -2.8930 -0.8742
H 5.5485 -1.9685 1.5591
H 6.0282 -3.1476 3.6635
H 4.2039 -3.6633 5.2475
H 1.8934 -3.0005 4.7398
H 0.6207 -0.1161 4.4693
H -0.2111 -1.6552 4.7976
H -1.0529 -0.3623 3.9236
H -0.1046 -3.8599 2.9839
H 0.0564 -3.6807 1.2238
H -1.3889 -3.0678 2.0464
C -2.3612 0.2577 -1.0013
Te -1.6376 1.0404 0.8606
C -3.0234 -0.3707 1.6849
C -4.1185 -0.3919 0.6450
C -5.4284 -0.7036 0.9838
C -6.4061 -0.7414 0.0000
C -6.0785 -0.4595 -1.3181
C -4.7735 -0.1327 -1.6587
C -3.7910 -0.0986 -0.6793
H -1.7495 -0.6084 -1.2542
H -2.2634 1.0117 -1.7795
H -3.3702 -0.0269 2.6567
H -2.5312 -1.3319 1.7945
H -5.6887 -0.9120 2.0142
H -7.4271 -0.9779 0.2661
H -6.8440 -0.4775 -2.0817
H -4.5250 0.1043 -2.6857
C -0.1445 3.5882 -1.1069
Te 1.4641 2.1972 -0.8204
C 1.1346 1.6858 -2.8764
C 0.3938 2.8675 -3.4478
C 0.3244 3.0440 -4.8280
C -0.3838 4.1097 -5.3548
C -1.0211 5.0085 -4.5070
C -0.9423 4.8442 -3.1352
C -0.2321 3.7720 -2.6007
H 0.1346 4.4997 -0.5824
H -1.0799 3.2246 -0.6842
H 0.5673 0.7574 -2.9145
H 2.0984 1.5377 -3.3600
H 0.8284 2.3496 -5.4890
H -0.4308 4.2468 -6.4263
H -1.5678 5.8468 -4.9165
H -1.4236 5.5559 -2.4758
```

=====

No. 3
Here is a structure of composition C31H45Cl4N6O2P2SV in a non-equilibrium geometry from the Open Molecules 2025 dataset. Energies are from the ωB97M-V functional and the def2-TZVPD basis.

Calculated values
Relative energy (zero: lowest compared OMol25 entry of this formula, charge and spin), kcal per mole: 0.0
Orbital gap (spin up / spin down), eV: 6.6 / 6.8
Charge: +1
⟨S²⟩: 0.80
2S+1: 2
E_LUMO (spin up / spin down), eV: -3.53 / -3.30
Strongest force on any atom, eV/Å: 2.8
E_tot, eV: -151098.9906
E_HOMO (spin up / spin down), eV: -10.084 / -10.125

```
92
C31H45Cl4N6O2P2SV | the Open Molecules 2025 dataset | the ωB97M-V functional and the def2-TZVPD basis
V -0.1817 0.3200 -0.9131
Cl 0.3364 -6.4232 -1.5437
C 0.4863 -4.7093 -1.7863
C 1.2525 -4.2699 -2.8922
Cl 1.9577 -5.3427 -4.0184
C 1.3906 -2.8957 -3.1198
Cl 2.1903 -2.2017 -4.4828
C 0.8230 -2.0248 -2.2167
O 0.8912 -0.6727 -2.3177
C 0.1050 -2.4414 -1.1338
O -0.3463 -1.4156 -0.3651
C -0.0726 -3.7736 -0.9027
Cl -1.0410 -4.3160 0.4265
C -5.3917 -2.2186 -2.2829
C -4.2156 -2.5539 -1.6263
C -3.1047 -1.7106 -1.7245
C -3.1619 -0.5086 -2.4193
C -4.3631 -0.1854 -3.1065
C -5.4509 -1.0437 -3.0095
N -1.9445 0.2671 -2.4193
N -1.8210 0.9437 -3.4478
C -0.6288 1.6698 -3.5674
C -0.4061 2.3692 -4.7689
C 0.8032 3.0429 -4.9480
C 1.7547 2.9467 -3.9370
C 1.4904 2.2642 -2.7497
C 0.2887 1.6126 -2.5247
H -6.2674 -2.8611 -2.2170
H -4.1662 -3.4758 -1.0441
H -2.2028 -2.0124 -1.2197
H -4.4463 0.7313 -3.6660
H -6.3743 -0.7877 -3.4975
H -1.1550 2.4006 -5.5535
H 1.0085 3.6192 -5.8347
H 2.7490 3.4011 -4.0520
H 2.2880 2.3258 -2.0216
C -2.2781 3.3187 -0.9438
P -0.7079 2.7770 -0.1329
C 0.4312 4.1652 -0.4606
C -1.0506 2.8392 1.7033
C -2.2363 1.9413 2.0226
P -2.1029 0.3355 1.1230
C -3.8796 -0.0345 0.8613
C -1.6042 -0.9043 2.3644
H -2.6584 4.2042 -0.4310
H -3.0462 2.5505 -0.9479
H -2.0348 3.5917 -1.9806
H 0.1912 4.9722 0.2305
H 0.3611 4.4995 -1.4875
H 1.4285 3.8408 -0.2448
H -1.1963 3.8695 2.0251
H -0.1234 2.5171 2.1840
H -3.1482 2.4353 1.6628
H -2.3790 1.8372 3.0879
H -4.3789 0.2737 1.7787
H -4.0506 -1.0854 0.6476
H -4.2937 0.5372 0.0147
H -2.2427 -0.8508 3.2560
H -0.5588 -0.7561 2.6620
H -1.6293 -1.8961 1.8977
C 0.3635 -4.8153 4.4985
N 0.8678 -4.2184 3.2746
C 1.4100 -2.9890 3.2014
S 1.9582 -2.4158 1.7358
N 1.4332 -2.3041 4.3564
C 2.0701 -1.0351 4.6037
H 0.0084 -5.8137 4.2870
H -0.4742 -4.2542 4.9200
H 1.1345 -4.8954 5.2656
H 0.7262 -4.6917 2.3962
H 1.1289 -2.7764 5.1881
H 1.7106 -0.2959 3.8841
H 3.1596 -1.0539 4.5262
H 1.8085 -0.6759 5.6090
C 3.5933 2.5026 2.4427
C 3.5474 1.7168 1.1535
C 4.3405 0.4180 1.2515
C 4.0801 2.5609 0.0094
N 2.0818 1.4828 0.9343
N 1.8029 0.4868 -0.0521
H 4.6120 2.7596 2.7600
H 3.1088 1.9397 3.2464
H 3.0607 3.4632 2.3294
H 5.4068 0.6482 1.3508
H 4.2382 -0.2099 0.3640
H 4.0284 -0.1805 2.1091
H 5.1191 2.8519 0.1863
H 3.4915 3.4709 -0.1134
H 4.0818 2.0205 -0.9498
H 1.7479 1.0417 1.7891
H 2.0633 -0.4319 0.3107
H 2.4047 0.6456 -0.8576
```

=====

No. 4
Here is a cluster of 3 separate species, C3H12N2O3 in total in a non-equilibrium geometry from the Open Molecules 2025 dataset. Energies are from the ωB97M-V functional and the def2-TZVPD basis.

Calculated values
Relative energy (zero: lowest compared OMol25 entry of this formula, charge and spin), kcal per mole: 58.6
Orbital gap, eV: 10.5
Charge: 0
SMILES string: CC(=O)NCN.O.O
2S+1: 1
E_LUMO, eV: 0.62
Strongest force on any atom, eV/Å: 5.1
E_tot, eV: -12426.8096
E_HOMO, eV: -9.843

```
20
C3H12N2O3 | the Open Molecules 2025 dataset | the ωB97M-V functional and the def2-TZVPD basis
O -0.6799 -0.2792 0.3511
C 0.3688 -0.8495 0.4185
N 1.5200 -0.1720 -0.0791
C 1.2225 1.3800 -0.3391
N 2.3322 2.1172 0.1660
C 0.5270 -2.2409 1.1084
H 2.4020 -0.3860 -0.4591
H 0.9532 1.5891 -1.3401
H 0.2166 1.5980 0.3157
H 3.1863 2.1433 -0.3580
H 2.1234 3.0995 0.3564
H 1.4837 -2.3135 1.5453
H -0.2541 -1.9249 1.8363
H 0.1861 -3.0354 0.5192
H -3.3927 -0.6343 -1.1640
H -2.6392 -1.9431 -1.2925
O -3.3459 -1.5381 -0.7160
H -2.4834 1.0336 0.3513
H -1.3774 1.2322 -0.6425
O -2.3492 1.1240 -0.5778
```

=====

No. 5
Here is a structure of composition C4H3N3O in a non-equilibrium geometry from the Open Molecules 2025 dataset. Energies are from the ωB97M-V functional and the def2-TZVPD basis.

Calculated values
Relative energy (zero: lowest compared OMol25 entry of this formula, charge and spin), kcal per mole: 240.0
Orbital gap, eV: 7.3
Charge: 0
2S+1: 1
E_LUMO, eV: -1.70
Strongest force on any atom, eV/Å: 13.8
E_tot, eV: -10703.2413
E_HOMO, eV: -9.004

```
11
C4H3N3O | the Open Molecules 2025 dataset | the ωB97M-V functional and the def2-TZVPD basis
C -2.2947 -0.2509 0.0950
C -0.9056 -0.3216 0.2960
C -0.3166 0.7897 0.1329
C 1.2856 -1.2297 -0.2289
H -0.7514 1.8611 -0.4258
H 1.4477 2.0490 1.2960
H 2.0142 -2.1551 -0.9008
N -3.5263 -0.2133 -0.4337
N 1.0875 0.9714 0.0440
N 1.9609 -0.1007 -0.4811
O -0.0013 -1.3999 0.6064
```